Entry 1:
{"formula": "C57H51N3O6", "method": "ωB97M-V/def2-TZVPD", "total_charge": 0, "e_tot_ha": -2818.37179, "homo_energy_ev": -9.6, "e_lumo_ha": -0.0464, "smiles": "CCCCCCCCC[C@@H](C#N)[C@H](C#N)NCC.O=C1c2ccccc2C(=O)c2ccccc21.O=C1c2ccccc2C(=O)c2ccccc21.O=C1c2ccccc2C(=O)c2ccccc21", "symbols": ["C", "C", "C", "C", "C", "C", "C", "C", "C", "C", "C", "N", "C", "C", "N", "N", "C", "C", "H", "H", "H", "H", "H", "H", "H", "H", "H", "H", "H", "H", "H", "H", "H", "H", "H", "H", "H", "H", "H", "H", "H", "H", "H", "H", "H", "C", "C", "C", "C", "C", "C", "C", "O", "C", "C", "C", "C", "C", "C", "C", "O", "H", "H", "H", "H", "H", "H", "H", "H", "C", "C", "C", "C", "C", "C", "C", "O", "C", "C", "C", "C", "C", "C", "C", "O", "H", "H", "H", "H", "H", "H", "H", "H", "C", "C", "C", "C", "C", "C", "C", "O", "C", "C", "C", "C", "C", "C", "C", "O", "H", "H", "H", "H", "H", "H", "H", "H"], "xyz": [[2.6972, -2.6309, 4.0484], [2.2520, -1.1526, 3.8654], [1.4151, -0.8458, 2.5687], [1.3129, -2.0098, 1.5430], [0.2850, -3.1288, 1.9169], [-0.6640, -3.5561, 0.7659], [-1.7001, -4.5921, 1.3759], [-3.1068, -3.9297, 1.6116], [-3.2908, -3.3809, 3.0661], [-4.5587, -4.0075, 3.7498], [-4.3290, -4.3174, 5.2141], [-4.1490, -4.5970, 6.2820], [-5.8018, -3.0467, 3.6342], [-6.9991, -3.7016, 4.3281], [-7.7807, -4.4190, 4.7016], [-6.0946, -2.7828, 2.2332], [-6.1328, -1.3506, 1.8929], [-7.5960, -0.8188, 1.6988], [3.1624, -3.0873, 3.1603], [3.4496, -2.6640, 4.8648], [1.8485, -3.2464, 4.3944], [1.5970, -0.9086, 4.7294], [3.1099, -0.4614, 3.9379], [1.9321, -0.0155, 2.0431], [0.3945, -0.4779, 2.7835], [0.9654, -1.5626, 0.5841], [2.3135, -2.4299, 1.3231], [-0.2395, -2.8296, 2.8481], [0.8721, -4.0331, 2.1887], [-0.0659, -4.1215, 0.0279], [-1.2366, -2.7229, 0.3239], [-1.3080, -5.0487, 2.3042], [-1.8566, -5.3745, 0.6091], [-3.8523, -4.7310, 1.4475], [-3.2463, -3.1102, 0.8821], [-3.4416, -2.2818, 3.0990], [-2.4161, -3.6044, 3.7038], [-4.8527, -4.9591, 3.2712], [-5.5269, -2.1425, 4.2088], [-6.9444, -3.2502, 1.9340], [-5.6243, -1.2054, 0.9142], [-5.5923, -0.7173, 2.6167], [-8.1169, -1.5356, 1.0321], [-7.5957, 0.1570, 1.1769], [-8.0988, -0.7329, 2.6799], [6.5233, 2.7367, 1.3110], [7.0969, 3.9398, 0.9103], [6.2984, 4.9619, 0.4223], [4.9230, 4.7813, 0.3215], [4.3507, 3.5655, 0.7012], [5.1539, 2.5493, 1.2063], [2.8901, 3.3385, 0.5544], [2.3902, 2.2825, 0.8883], [2.0534, 4.4254, -0.0171], [0.6941, 4.2100, -0.2149], [-0.0995, 5.2201, -0.7353], [0.4599, 6.4541, -1.0523], [1.8149, 6.6724, -0.8623], [2.6185, 5.6571, -0.3531], [4.0766, 5.8900, -0.1860], [4.5723, 6.9673, -0.4646], [7.1480, 1.9423, 1.7006], [8.1684, 4.0798, 0.9812], [6.7471, 5.8986, 0.1161], [4.7113, 1.6102, 1.5137], [0.2549, 3.2521, 0.0335], [-1.1571, 5.0481, -0.8932], [-0.1629, 7.2448, -1.4525], [2.2465, 7.6318, -1.1150], [4.5849, 9.3564, -1.8762], [4.3525, 10.6504, -2.3367], [5.0906, 11.1586, -3.3946], [6.0747, 10.3800, -3.9912], [6.3256, 9.0903, -3.5151], [5.5714, 8.5765, -2.4648], [7.4070, 8.2622, -4.1093], [7.6253, 7.1384, -3.6997], [8.2239, 8.8382, -5.2101], [9.2767, 8.0999, -5.7403], [10.0367, 8.6210, -6.7755], [9.7428, 9.8794, -7.2925], [8.6984, 10.6214, -6.7643], [7.9420, 10.1081, -5.7161], [6.8470, 10.9287, -5.1352], [6.5930, 12.0293, -5.5847], [4.0032, 8.9618, -1.0591], [3.5910, 11.2627, -1.8687], [4.9028, 12.1631, -3.7524], [5.7555, 7.5772, -2.1052], [9.5060, 7.1194, -5.3427], [10.8593, 8.0463, -7.1834], [10.3332, 10.2825, -8.1063], [8.4748, 11.6019, -7.1650], [-5.6776, -11.1496, -3.5555], [-4.9598, -11.8958, -2.6252], [-4.9418, -11.5145, -1.2931], [-5.6323, -10.3781, -0.8862], [-6.3327, -9.6164, -1.8236], [-6.3619, -10.0126, -3.1564], [-7.0359, -8.3722, -1.4149], [-7.6490, -7.7107, -2.2294], [-6.9670, -7.9487, 0.0079], [-7.5709, -6.7580, 0.3976], [-7.5246, -6.3587, 1.7243], [-6.8820, -7.1523, 2.6712], [-6.2740, -8.3373, 2.2865], [-6.3061, -8.7346, 0.9537], [-5.6202, -9.9894, 0.5484], [-5.0558, -10.6812, 1.3722], [-5.6979, -11.4543, -4.5947], [-4.4155, -12.7774, -2.9412], [-4.3870, -12.0995, -0.5706], [-6.9150, -9.4311, -3.8829], [-8.0743, -6.1399, -0.3354], [-7.9913, -5.4283, 2.0254], [-6.8532, -6.8416, 3.7091], [-5.7709, -8.9504, 3.0235]], "forces_ev_per_a": [[0.264, 0.418, 0.693], [-0.935, -0.225, 0.150], [0.879, -0.027, -0.613], [-0.618, 0.354, -0.380], [1.067, 0.124, -0.140], [-0.180, -1.205, 1.711], [-0.473, 0.923, -1.179], [0.731, -0.407, 0.669], [-0.684, -0.178, 0.144], [-0.269, -0.020, 1.008], [-0.714, 1.093, -5.196], [0.659, -0.889, 3.937], [-0.370, -0.835, 0.763], [3.673, 2.058, -1.829], [-2.507, -1.785, 1.178], [0.288, 0.926, 0.769], [-0.815, 0.616, -1.379], [0.741, -0.299, 0.048], [-0.269, 0.239, 0.311], [-0.371, -0.063, -0.449], [0.346, 0.143, -0.372], [0.526, -0.081, -0.322], [-0.270, -0.399, -0.172], [-0.416, -0.339, 0.277], [0.436, -0.241, 0.127], [0.246, -0.170, 0.495], [-0.501, 0.171, 0.149], [-0.078, -0.115, -0.611], [-0.469, 0.386, -0.004], [-0.251, 0.722, 0.009], [0.556, -0.265, -0.018], [-0.203, 0.127, -0.499], [0.132, 0.130, 0.541], [0.132, 0.683, -0.079], [-0.161, -0.587, 0.256], [0.279, -0.519, -0.161], [-0.359, 0.065, -0.413], [0.287, 0.331, 0.172], [-0.319, -0.198, -0.475], [0.215, 0.095, 0.066], [-0.103, -0.137, 0.568], [-0.163, -0.553, -0.112], [0.030, 0.392, 0.484], [0.009, -0.408, 0.420], [0.006, -0.070, -0.597], [-0.033, 0.071, -0.035], [-0.083, -0.028, 0.012], [0.182, -0.006, 0.029], [0.009, -0.145, 0.033], [0.105, 0.095, -0.018], [0.154, -0.098, 0.051], [-0.168, -0.459, 0.153], [0.015, 0.083, -0.034], [-0.011, 0.152, -0.082], [-0.196, 0.027, -0.045], [0.084, 0.026, 0.016], [0.025, -0.046, 0.024], [-0.142, 0.046, -0.048], [-0.084, -0.063, 0.006], [0.255, 0.378, -0.072], [-0.307, -0.631, 0.469], [-0.027, 0.026, -0.015], [-0.041, 0.003, -0.002], [-0.143, 0.007, -0.013], [-0.111, 0.086, -0.067], [0.160, -0.002, 0.052], [0.038, 0.005, 0.010], [0.028, -0.027, 0.012], [0.088, -0.095, 0.011], [0.057, 0.354, -0.256], [0.123, -0.121, -0.081], [-0.176, 0.105, 0.117], [0.042, -0.131, 0.074], [-0.121, 0.172, 0.004], [-0.064, 0.201, -0.070], [0.032, -0.471, 0.222], [0.014, 0.090, -0.049], [0.053, 0.123, -0.096], [0.161, -0.053, -0.120], [-0.068, 0.049, 0.021], [-0.037, -0.040, 0.061], [0.150, 0.014, -0.137], [0.080, -0.137, -0.001], [-0.153, 0.498, -0.150], [0.046, -0.096, 0.020], [0.098, 0.024, -0.008], [0.023, -0.016, -0.021], [0.109, -0.070, -0.104], [0.126, 0.063, -0.114], [-0.141, 0.052, 0.071], [-0.034, 0.015, 0.015], [-0.023, -0.011, 0.030], [-0.100, -0.025, 0.129], [0.014, 0.012, 0.076], [-0.055, 0.072, 0.014], [0.078, -0.152, -0.112], [-0.045, 0.059, -0.157], [0.087, -0.120, 0.057], [0.043, -0.098, -0.165], [-0.266, 0.270, -0.358], [0.056, -0.045, 0.069], [0.074, -0.026, 0.145], [-0.063, 0.181, 0.121], [0.091, -0.073, -0.056], [0.029, 0.021, -0.020], [-0.010, 0.121, 0.130], [-0.087, 0.125, -0.042], [0.254, -0.313, 0.355], [-0.042, 0.070, -0.072], [-0.002, 0.015, 0.036], [-0.026, 0.026, 0.016], [-0.085, 0.113, 0.081], [-0.005, 0.078, 0.139], [0.039, -0.148, -0.079], [-0.046, -0.084, 0.048], [-0.054, -0.001, -0.033], [0.017, -0.065, -0.139]]}

Entry 2:
{"formula": "C57H54BaF2N5OPS", "method": "ωB97M-V/def2-TZVPD", "total_charge": 0, "e_tot_ha": -3518.21939, "homo_energy_ev": -6.0, "e_above_lowest_kcal_mol": 20.2, "e_lumo_ha": 0.0163, "symbols": ["Ba", "C", "C", "C", "C", "C", "C", "C", "N", "N", "C", "C", "C", "C", "C", "C", "N", "C", "C", "C", "C", "C", "C", "N", "H", "H", "H", "H", "H", "H", "H", "H", "H", "H", "H", "H", "H", "H", "H", "H", "H", "H", "H", "H", "F", "C", "C", "C", "C", "C", "F", "C", "C", "C", "C", "C", "C", "N", "H", "H", "H", "H", "H", "H", "C", "C", "C", "C", "C", "C", "P", "C", "C", "C", "C", "C", "C", "C", "C", "C", "C", "C", "C", "H", "H", "H", "H", "H", "H", "H", "H", "H", "H", "H", "H", "H", "H", "H", "C", "C", "C", "C", "C", "C", "C", "S", "C", "O", "H", "H", "H", "H", "H", "H", "H", "H", "H", "H", "C", "H", "H", "H"], "xyz": [[0.7882, -0.7512, -0.5097], [1.0670, 3.8722, -1.7149], [0.6806, 3.5603, -0.2574], [1.8832, 3.1495, 0.5508], [2.2938, 3.8755, 1.6654], [3.4378, 3.4823, 2.3430], [4.1445, 2.3815, 1.8859], [3.6638, 1.7142, 0.7700], [2.5603, 2.0804, 0.1219], [0.7592, 2.7685, -2.6142], [-0.6506, 2.8102, -3.0024], [-1.1376, 1.5388, -3.6537], [-1.3209, 1.4555, -5.0290], [-1.7301, 0.2540, -5.5840], [-1.9626, -0.8239, -4.7451], [-1.7789, -0.6427, -3.3834], [-1.3801, 0.5078, -2.8491], [1.6769, 2.7222, -3.7374], [1.7850, 1.3872, -4.4401], [2.1374, 1.3526, -5.7863], [2.2881, 0.1286, -6.4133], [2.0605, -1.0267, -5.6828], [1.7090, -0.8970, -4.3477], [1.5928, 0.2796, -3.7331], [2.1408, 4.0548, -1.7543], [0.5707, 4.8009, -2.0378], [-0.0321, 2.7323, -0.2680], [0.1975, 4.4203, 0.2087], [1.7197, 4.7325, 1.9955], [3.7785, 4.0296, 3.2131], [5.0478, 2.0475, 2.3776], [4.1755, 0.8403, 0.3775], [-0.8444, 3.6608, -3.6802], [-1.2382, 2.9609, -2.0943], [-1.1260, 2.3154, -5.6574], [-1.8604, 0.1596, -6.6547], [-2.2841, -1.7795, -5.1361], [-1.9528, -1.4568, -2.6851], [2.6757, 2.9391, -3.3498], [1.4439, 3.4964, -4.4902], [2.2817, 2.2750, -6.3355], [2.5658, 0.0762, -7.4585], [2.1508, -2.0053, -6.1342], [1.4956, -1.7748, -3.7445], [6.3199, -1.9579, -2.3008], [5.5054, -1.9452, -1.2204], [4.1431, -1.8063, -1.3885], [3.2552, -1.8079, -0.3039], [3.8435, -1.9486, 0.9729], [5.2284, -2.0403, 1.1062], [5.8132, -2.0749, 2.3329], [6.0875, -2.0487, 0.0269], [2.9822, -1.9688, 2.1814], [3.2550, -2.8044, 3.2701], [2.4329, -2.7646, 4.3810], [1.3386, -1.9116, 4.3822], [1.1143, -1.1474, 3.2514], [1.9110, -1.1635, 2.1835], [3.7735, -1.6884, -2.4063], [7.1572, -2.1170, 0.1631], [4.0986, -3.4775, 3.2371], [2.6432, -3.3943, 5.2372], [0.6682, -1.8488, 5.2284], [0.2512, -0.4959, 3.1851], [-3.2129, 6.1677, 0.4246], [-2.5703, 5.7905, 1.5930], [-2.3165, 4.4494, 1.8547], [-2.6996, 3.4657, 0.9474], [-3.3612, 3.8593, -0.2197], [-3.6215, 5.1941, -0.4781], [-2.2345, 1.6757, 1.0293], [-1.6996, 1.5167, 2.7787], [-2.3565, 0.8061, 3.7779], [-1.8148, 0.7293, 5.0551], [-0.6123, 1.3540, 5.3526], [0.0690, 2.0358, 4.3541], [-0.4656, 2.0992, 3.0778], [-3.9313, 0.9751, 1.0202], [-4.2142, -0.0675, 0.1438], [-5.4894, -0.6136, 0.1002], [-6.4874, -0.1160, 0.9237], [-6.2145, 0.9334, 1.7920], [-4.9415, 1.4783, 1.8386], [-3.3924, 7.2151, 0.2171], [-2.2633, 6.5454, 2.3067], [-1.8283, 4.1731, 2.7803], [-3.6737, 3.0972, -0.9271], [-4.1431, 5.4801, -1.3832], [-3.2826, 0.2899, 3.5636], [-2.3378, 0.1773, 5.8264], [-0.1997, 1.3002, 6.3521], [1.0260, 2.5012, 4.5585], [0.0823, 2.6048, 2.2931], [-3.4225, -0.4486, -0.4899], [-5.7066, -1.4362, -0.5698], [-7.4828, -0.5408, 0.8864], [-6.9940, 1.3298, 2.4310], [-4.7278, 2.3055, 2.5055], [-1.5329, -5.4023, 3.5322], [-0.8660, -5.1859, 2.2030], [-1.6098, -5.1537, 1.0263], [-1.0048, -4.8845, -0.1885], [0.3608, -4.6637, -0.2311], [1.1215, -4.6881, 0.9284], [0.5054, -4.9539, 2.1388], [1.1718, -4.2431, -1.7768], [0.8427, -5.8276, -2.6234], [0.2939, -3.2597, -2.4838], [-2.6093, -5.5175, 3.4175], [-1.3491, -4.5446, 4.1823], [-1.1356, -6.2892, 4.0292], [-2.6818, -5.3010, 1.0721], [-1.5924, -4.8124, -1.0963], [2.1851, -4.4789, 0.8868], [1.0898, -4.9463, 3.0517], [-0.2360, -5.9416, -2.7133], [1.2786, -6.6493, -2.0580], [1.2971, -5.7620, -3.6110], [-1.3370, -1.6695, 0.9508], [-1.8910, -0.8680, 1.4557], [-0.9922, -2.3405, 1.7506], [-2.0837, -2.2362, 0.3759]], "forces_ev_per_a": [[-0.616, 0.969, -0.621], [-0.054, 0.061, 0.185], [0.165, -0.016, -0.084], [0.089, 0.116, 0.057], [0.041, 0.000, -0.020], [0.016, -0.070, -0.020], [0.014, 0.084, 0.020], [0.016, -0.081, 0.012], [-0.202, -0.241, -0.073], [-0.007, -0.166, -0.090], [0.152, -0.059, -0.008], [-0.059, 0.080, -0.133], [0.003, 0.015, -0.002], [-0.002, -0.043, 0.050], [-0.013, 0.035, -0.106], [-0.038, -0.007, 0.073], [0.132, -0.149, 0.351], [-0.077, -0.019, 0.080], [0.019, 0.001, -0.135], [-0.010, -0.001, -0.031], [-0.019, -0.015, 0.034], [-0.006, 0.010, 0.006], [0.046, -0.034, -0.114], [-0.056, -0.185, 0.284], [-0.013, 0.028, -0.034], [-0.002, -0.009, -0.043], [-0.096, 0.074, 0.037], [-0.041, -0.041, 0.028], [-0.006, 0.005, -0.028], [-0.021, 0.013, -0.001], [-0.015, -0.035, -0.004], [-0.018, -0.001, 0.043], [0.011, 0.013, 0.034], [-0.014, 0.027, -0.004], [0.009, 0.020, 0.028], [-0.008, 0.003, 0.002], [0.027, -0.019, 0.040], [0.012, -0.021, -0.034], [-0.017, 0.053, -0.010], [0.043, -0.001, -0.004], [0.001, 0.014, 0.035], [0.003, 0.009, 0.001], [-0.013, -0.007, 0.024], [0.021, -0.001, -0.046], [0.060, 0.003, -0.080], [-0.042, 0.064, 0.075], [-0.183, -0.008, -0.098], [0.649, -0.359, 0.160], [0.163, -0.003, 0.019], [-0.100, 0.044, -0.182], [-0.002, -0.052, 0.097], [0.071, -0.005, 0.031], [0.040, -0.045, 0.242], [-0.053, 0.049, 0.015], [-0.006, 0.059, -0.035], [0.048, -0.057, 0.021], [-0.109, 0.002, -0.038], [0.004, -0.008, -0.202], [0.072, -0.034, -0.018], [-0.009, 0.000, -0.023], [0.050, 0.027, -0.013], [-0.011, -0.022, -0.007], [-0.018, 0.025, -0.019], [-0.029, -0.046, 0.030], [0.032, 0.058, 0.018], [-0.013, 0.039, -0.028], [-0.075, -0.085, 0.047], [0.193, -0.008, -0.092], [0.055, -0.052, 0.013], [-0.030, 0.008, -0.011], [-0.284, 0.128, 0.132], [0.125, 0.008, -0.122], [-0.037, -0.040, -0.017], [0.017, -0.005, 0.059], [0.013, 0.016, -0.006], [0.043, 0.036, -0.028], [-0.068, -0.011, 0.045], [0.162, 0.006, 0.007], [0.060, 0.051, 0.033], [-0.078, -0.046, -0.036], [-0.008, -0.005, -0.018], [0.009, 0.060, 0.047], [-0.042, -0.036, -0.055], [-0.037, -0.014, 0.009], [-0.003, -0.019, 0.013], [0.028, 0.017, -0.020], [-0.014, 0.040, -0.042], [0.020, -0.021, -0.010], [-0.034, 0.031, -0.037], [-0.013, -0.013, -0.024], [-0.006, -0.024, -0.002], [-0.007, -0.011, 0.005], [0.035, 0.019, 0.039], [-0.019, -0.044, 0.036], [0.029, 0.023, -0.026], [0.007, -0.009, 0.005], [-0.004, -0.011, -0.009], [-0.015, 0.002, 0.017], [0.050, 0.015, -0.036], [0.036, 0.043, 0.003], [0.030, 0.015, 0.004], [-0.092, -0.031, -0.042], [0.202, 0.145, -0.168], [0.190, 0.051, -0.033], [-0.111, -0.063, 0.024], [0.094, -1.137, 0.249], [0.081, 0.415, 0.062], [-0.179, 0.642, -0.031], [-0.002, -0.020, 0.027], [-0.022, -0.010, 0.015], [-0.025, 0.004, 0.017], [0.002, 0.003, -0.010], [-0.018, 0.020, 0.026], [-0.027, 0.028, -0.036], [0.001, -0.004, -0.035], [-0.017, -0.020, 0.026], [0.017, 0.053, 0.046], [0.002, 0.009, 0.018], [-0.095, -0.082, 0.032], [-0.062, -0.114, 0.104], [0.002, -0.074, 0.010], [-0.092, -0.018, 0.026]]}